1.
Below is 2 unconnected molecules or ions with the total composition C4H4N2O2 at a distorted geometry, with properties calculated with the ωB97M-V functional and the def2-TZVPD basis.

Geometry as XYZ:
```
12
Properties=species:S:1:pos:R:3:forces:R:3
C 0.80029 -1.78530 -0.59186 -0.1 -1.0 0.7
C -0.42042 1.15477 1.02608 1.1 -2.1 1.2
C 0.33509 -0.39230 -0.40224 -0.8 2.6 -1.3
O -1.71392 0.88442 1.15915 -0.2 -0.1 -0.5
N 0.31270 0.36683 -1.48762 0.7 -2.1 0.0
C -0.08351 1.55780 -1.25938 -0.8 1.4 2.1
O 0.35307 1.48888 1.85418 -0.3 0.2 -0.7
N -0.46305 2.42808 -0.55676 0.2 0.0 -1.5
H -1.93165 0.84306 2.10612 0.2 0.2 -0.1
H 0.28365 -2.47991 0.07644 0.0 0.2 0.1
H 1.85637 -1.88189 -0.32054 0.0 0.2 0.0
H 0.67138 -2.18443 -1.60356 0.0 0.5 0.0
```
Positions in Å, forces in eV/Å.

***

2.
Below is C4H4N2O2 in the gas phase at a distorted geometry, with properties calculated with the ωB97M-V functional and the def2-TZVPD basis.

Values from the calculation:
Structure (SMILES)   C1ON=C2CON=C12

Geometry as XYZ:
```
12
Properties=species:S:1:pos:R:3:forces:R:3
C -1.75425 -0.57843 -0.27546 2.5 -1.0 -0.8
O -1.82741 0.89833 -0.31223 -7.8 -1.9 -0.7
N -0.75518 1.48918 -0.15226 6.1 2.4 2.8
C 0.13867 0.68352 0.33484 2.3 0.7 -0.9
C 1.77256 0.59746 0.51623 -3.0 -0.1 -3.3
O 1.89411 -0.83456 0.08140 0.0 0.4 0.7
N 0.64788 -1.44537 -0.36285 0.2 0.8 0.9
C -0.29557 -0.63680 -0.07536 1.9 -1.2 0.3
H -2.14968 -1.39064 0.37915 -1.0 1.8 0.4
H -1.99788 -0.78787 -1.28570 -0.5 -0.7 -0.9
H 2.26194 1.14995 -0.41495 -0.7 -0.6 2.6
H 2.06480 0.85522 1.56719 0.1 -0.6 -1.2
```
Positions in Å, forces in eV/Å.

***

3.
Below is C4H4N2O2 in the gas phase at a distorted geometry, with properties calculated with the ωB97M-V functional and the def2-TZVPD basis.

Values from the calculation:
Structure (SMILES)   C=Cn1ncc(=O)o1

Geometry as XYZ:
```
12
Properties=species:S:1:pos:R:3:forces:R:3
C -2.40654 -0.09304 -0.12276 -1.1 1.2 1.7
C -1.27972 -0.73109 0.19588 0.7 1.2 -3.1
N 0.02108 -0.25863 -0.49405 -0.9 -2.2 1.3
N 0.31154 0.98838 -0.21916 4.5 -0.4 1.1
C 1.65132 1.09990 0.04449 -4.4 1.5 1.0
C 2.31026 -0.27024 -0.06116 3.0 0.1 0.5
O 3.55813 -0.49042 -0.07838 -5.5 0.2 0.1
O 1.24110 -1.21750 -0.14214 0.2 3.5 -0.5
H -2.49990 0.95458 -0.45149 0.8 -0.7 -0.3
H -3.41776 -0.38547 0.25929 1.3 -0.5 -0.3
H -1.27377 -1.75263 0.44158 0.4 -1.0 0.7
H 1.78425 2.15616 0.62788 0.9 -2.9 -2.0
```
Positions in Å, forces in eV/Å.

***

4.
Below is 2 unconnected molecules or ions with the total composition C4H4N2O2 at a distorted geometry, with properties calculated with the ωB97M-V functional and the def2-TZVPD basis.

Geometry as XYZ:
```
12
Properties=species:S:1:pos:R:3:forces:R:3
C 1.81625 -0.79214 -1.27258 2.4 1.3 -1.1
C 0.84105 -1.61953 -0.84421 -4.4 1.0 2.6
C -0.51023 -0.29634 0.22305 1.4 -2.1 -1.2
C -0.72628 1.97280 0.86950 -3.1 -1.8 1.0
N 2.59986 -0.00562 -1.57076 0.1 0.2 -0.1
N 0.55270 -2.81648 -0.94326 0.3 0.2 -0.1
O -1.47208 -0.80839 0.72171 1.1 0.9 -0.5
O -0.04417 0.94140 0.18074 0.5 -2.0 -0.8
H 0.03924 2.46234 1.42697 0.1 0.8 0.3
H -1.51001 1.39754 1.57310 1.6 1.8 -1.3
H -1.26513 2.54561 0.08912 0.4 0.1 0.8
H -0.32121 -2.98120 -0.45339 -0.4 -0.3 0.2
```
Positions in Å, forces in eV/Å.

***

5.
Below is C4H4N2O2 in the gas phase at a distorted geometry, with properties calculated with the ωB97M-V functional and the def2-TZVPD basis.

Values from the calculation:
Structure (SMILES)   Nc1ocnc1C=O

Geometry as XYZ:
```
12
Properties=species:S:1:pos:R:3:forces:R:3
N -1.63910 -0.73743 0.57977 -0.6 0.7 -0.8
C -0.66127 -0.14057 -0.19717 -2.0 -0.7 1.3
O -0.93568 0.17748 -1.47608 0.2 -0.8 0.4
C 0.31117 0.52048 -1.96488 -1.1 0.7 -0.4
N 1.23280 0.57329 -1.12481 1.4 -0.2 1.6
C 0.64923 0.14973 0.09258 -1.5 -0.3 -0.8
C 1.10788 0.02096 1.42855 1.8 -0.3 0.6
O 0.42805 -0.38444 2.37340 0.6 0.4 -0.8
H -2.65803 -0.57535 0.39828 1.8 -0.2 0.0
H -1.38697 -1.03697 1.52599 0.2 0.6 -0.6
H 0.29384 0.85551 -2.96336 0.2 0.1 -1.0
H 2.21423 0.25792 1.52145 -0.9 0.0 0.4
```
Positions in Å, forces in eV/Å.

***

6.
Below is C4H4N2O2 in the gas phase at a distorted geometry, with properties calculated with the ωB97M-V functional and the def2-TZVPD basis.

Geometry as XYZ:
```
12
Properties=species:S:1:pos:R:3:forces:R:3
C 1.76167 -0.13508 -0.00788 3.4 -3.1 -0.2
C 0.19037 0.82290 0.31111 -7.3 1.6 2.3
C -1.36759 0.85212 -0.01671 2.3 1.4 -1.8
C 0.32030 -0.50098 -0.11594 1.3 -4.1 -2.3
H 0.18750 0.92435 1.35861 -0.1 -0.1 1.9
H -1.93339 1.71712 -0.17302 -1.1 1.0 -0.4
H -1.08482 -2.14917 -0.16069 1.3 1.7 1.1
H 0.29037 -0.47145 -1.26092 -0.2 0.1 1.1
N -1.79135 -0.31856 -0.20972 -1.5 -0.4 2.5
N -0.82110 -1.24519 0.35983 -0.7 -1.6 -2.4
O 2.83038 -0.67990 0.01654 -1.1 1.3 0.1
O 1.41767 1.18386 -0.10121 3.6 2.3 -1.8
```
Positions in Å, forces in eV/Å.

***

Calculated LUMO level in order - -0.414, 0.378, -0.368, -0.264, 0.736, 0.665 eV
Calculated energy above the lowest of the compared OMol25 structures with the same formula, charge and spin in order - 118.42, 162.33, 130.16, 94.42, 28.86, 132.57 kcal/mol
Calculated E_tot in order - -11283.4043, -11281.5003, -11282.8953, -11284.4452, -11287.2882, -11282.7910 eV